No. 1
{
  "formula": "C4H9N3",
  "method": "ωB97M-V with the def2-TZVPD basis set",
  "elements": ["N", "N", "N", "C", "C", "C", "C", "H", "H", "H", "H", "H", "H", "H", "H", "H"],
  "positions_angstrom": [[-0.98819, -1.21684, -0.06607], [0.36657, -1.06741, -0.34916], [0.28465, 1.36114, 0.04216], [-1.14581, 1.12597, -0.33838], [0.90323, 0.19723, -0.13451], [2.32001, 0.03768, 0.12849], [-1.66738, -0.10126, 0.43547], [2.68308, -0.85128, -0.57417], [-2.71464, -0.21481, 0.44485], [0.79457, -1.61143, 0.31982], [-1.42459, -0.10456, 1.52545], [2.95407, 0.97911, -0.39146], [-1.45824, -1.32571, -0.94143], [2.43139, -0.06598, 1.44997], [-1.92676, 2.04483, -0.11665], [-1.41196, 0.81333, -1.43438]],
  "forces_ev_per_a": [[-2.011, -2.360, -1.447], [-1.240, 2.068, -0.973], [-0.433, -3.176, -2.420], [-3.104, 1.532, 0.439], [-1.357, 3.020, 1.126], [3.939, 1.046, 0.239], [1.911, 1.997, 2.707], [-0.456, 1.411, 2.286], [-1.266, -0.411, -0.667], [1.702, -2.001, 1.223], [-0.033, 0.914, -0.475], [-1.724, -2.324, 2.154], [0.142, -0.994, -0.866], [0.284, 0.163, -4.357], [2.504, -1.846, -0.450], [1.139, 0.959, 1.481]],
  "de_lowest_kj_mol": 384.8,
  "smiles": "CC1=NCCNN1",
  "e_homo_ev": -9.12,
  "homo_lumo_gap_ev": 9.96,
  "e_tot_ha": -321.9438
}


No. 2
{
  "formula": "C4H6N2",
  "method": "ωB97M-V with the def2-TZVPD basis set",
  "elements": ["N", "N", "C", "C", "C", "C", "H", "H", "H", "H", "H", "H"],
  "positions_angstrom": [[-0.47055, -1.50203, -0.03880], [1.23878, -0.27634, 0.10445], [1.97952, 0.69602, 0.23227], [-1.95322, 0.49125, -0.08914], [0.88733, -1.47890, -0.07510], [-1.28413, -0.67353, 0.00571], [2.00287, 1.53806, -0.62655], [2.57140, 0.92110, 1.13681], [-3.08741, 0.44980, -0.41665], [1.59185, -2.35005, -0.26713], [-1.38512, 1.17490, -0.89057], [-2.09133, 1.00972, 0.92470]],
  "forces_ev_per_a": [[-2.304, -1.030, 0.356], [1.689, -2.198, -0.446], [1.368, 3.958, -1.331], [-3.494, 4.085, -0.671], [1.643, 0.642, 0.016], [1.043, -1.936, -0.332], [0.177, -2.078, 1.653], [-0.504, -0.198, -0.004], [2.001, -0.353, 0.209], [-1.132, 1.028, 0.021], [-1.098, -1.341, 1.601], [0.612, -0.580, -1.072]],
  "de_lowest_kj_mol": 267.3,
  "smiles": "C=[N+]=C[N+]#CC",
  "charge": 2,
  "e_homo_ev": -21.82,
  "homo_lumo_gap_ev": 10.48,
  "e_tot_ha": -264.6623
}


No. 3
{
  "formula": "C4H9N3O2",
  "method": "ωB97M-V with the def2-TZVPD basis set",
  "elements": ["O", "O", "N", "N", "N", "C", "C", "C", "C", "H", "H", "H", "H", "H", "H", "H", "H", "H"],
  "positions_angstrom": [[0.00646, 0.78746, -2.82571], [0.98320, -0.88575, 0.32613], [-1.21427, 0.14803, -0.95546], [-0.21394, 0.36347, 2.03895], [-0.83830, -1.75000, 1.40478], [-0.19509, -0.56779, 1.15793], [-1.56781, 1.35594, -0.71294], [2.03838, 0.05460, 0.17297], [-0.44325, -0.08778, -2.11005], [-1.57017, -1.63970, 2.09338], [2.14149, 0.74431, 1.01416], [1.87558, 0.65440, -0.73061], [2.97535, -0.49714, 0.06107], [-2.19178, 1.55404, 0.16580], [0.33314, 1.17380, 1.76724], [-1.16622, 2.21756, -1.26197], [-0.64329, -2.46940, 0.72244], [-0.30948, -1.15605, -2.32810]],
  "forces_ev_per_a": [[-0.219, -1.003, 0.590], [-2.036, 0.395, 0.372], [-1.323, 0.899, 0.209], [-1.024, 0.435, -1.560], [0.493, 1.246, -0.927], [4.177, -1.379, 2.477], [0.719, -0.513, 0.181], [-0.408, 0.376, -0.189], [0.646, 1.191, -1.106], [-0.064, -0.752, -0.563], [-0.073, -0.212, 0.125], [0.070, -0.028, 0.066], [-0.266, -0.077, 0.055], [0.173, -0.167, -0.267], [0.171, -0.124, 0.131], [-0.310, -0.242, -0.209], [-0.770, -0.148, 0.565], [0.046, 0.103, 0.049]],
  "de_lowest_kj_mol": 286.5,
  "smiles": "[H]/N=C(/N)OC.C=NC=O",
  "e_homo_ev": -9.12,
  "homo_lumo_gap_ev": 8.72,
  "e_tot_ha": -472.4845
}


No. 4
{
  "formula": "C34H58AlN11O7P",
  "method": "ωB97M-V with the def2-TZVPD basis set",
  "elements": ["P", "Al", "O", "O", "O", "O", "O", "O", "O", "N", "N", "N", "N", "N", "N", "N", "N", "N", "N", "N", "C", "C", "C", "C", "C", "C", "C", "C", "C", "C", "C", "C", "C", "C", "C", "C", "C", "C", "C", "C", "C", "C", "C", "C", "C", "C", "C", "C", "C", "C", "C", "C", "C", "C", "H", "H", "H", "H", "H", "H", "H", "H", "H", "H", "H", "H", "H", "H", "H", "H", "H", "H", "H", "H", "H", "H", "H", "H", "H", "H", "H", "H", "H", "H", "H", "H", "H", "H", "H", "H", "H", "H", "H", "H", "H", "H", "H", "H", "H", "H", "H", "H", "H", "H", "H", "H", "H", "H", "H", "H", "H", "H"],
  "positions_angstrom": [[-4.92923, 3.02605, 0.21787], [-3.61153, 3.24961, -1.79998], [-5.90279, 1.71707, 0.26343], [3.05710, -1.28570, -1.99514], [3.46367, -0.23885, -0.03953], [-4.15701, 3.10037, 1.50549], [-6.03011, 4.24757, 0.29700], [-4.55204, -1.35372, -0.09567], [-3.08894, 0.04339, -1.15198], [6.49357, -3.72623, 3.41359], [7.15508, -2.95590, -0.77498], [-7.03102, 0.80829, -3.12522], [-3.93358, -1.66768, -5.73785], [-5.82226, 1.47215, 6.05396], [2.30215, -5.13193, 1.13696], [-1.09952, -0.22249, 3.23986], [7.04614, 0.97269, -4.67393], [8.84850, -6.59931, 4.95938], [-1.22163, 7.02192, -0.49454], [-0.71149, -0.69382, -2.88777], [-7.47662, -0.07349, -2.53117], [3.27097, -4.51911, 1.00168], [3.61219, 1.13686, -0.45025], [-5.98214, -0.76775, -7.07612], [6.45824, 0.02579, -4.37516], [2.33580, 1.96754, -0.34171], [-4.07246, 0.33954, -2.17474], [-2.20370, 7.25285, 0.06203], [7.66734, -2.20948, -0.06158], [0.64546, 3.41740, -1.55340], [-3.44837, 7.54608, 0.75422], [-7.96952, -1.22644, -1.79628], [5.73288, -1.17796, -3.99605], [-1.82247, 3.92643, -1.18967], [-2.05450, 0.23314, 3.69978], [2.67153, -0.99084, -0.87266], [-3.60541, 1.56793, -2.91496], [-5.26910, 1.58297, 7.05940], [-1.21594, -2.92387, -4.14352], [-0.69539, 2.88434, -1.01822], [1.73732, 2.36221, -1.69006], [6.15278, -4.75017, 3.82294], [8.28004, -1.27999, 0.87391], [-3.28613, 0.79749, 4.23268], [1.38141, -1.43603, -0.27106], [-0.93976, -1.69154, -3.42037], [-4.84489, -1.26955, -6.32094], [4.45876, -3.70096, 0.80081], [-3.40836, -0.93572, -0.29916], [5.71107, -6.03525, 4.33834], [9.74165, -4.20150, 5.46256], [9.25619, -5.54391, 5.18214], [-2.20071, -1.41430, 0.45527], [-4.55283, 1.72290, 8.31903], [-5.05032, 0.48441, -1.72639], [-3.59471, 2.20897, 8.14515], [2.55945, 2.77441, -2.28810], [10.12461, -3.75363, 4.54805], [4.75654, -0.92423, -3.58409], [-3.07968, 1.75185, 4.71140], [-0.86026, -2.82725, -5.16722], [-4.14035, -0.54632, -2.81833], [-1.50955, 4.75247, -1.82811], [6.46596, -6.41738, 5.01973], [-4.32311, 4.42880, -2.67314], [-6.82335, -0.60584, -6.40838], [-1.35086, -1.50997, -0.21362], [0.54822, -0.91456, -0.74903], [1.00592, 4.17254, -0.84648], [3.97551, 1.13728, -1.48212], [-8.71281, -0.90832, -1.06779], [4.77013, -3.74550, -0.24011], [-3.99810, 0.96101, 3.42527], [-4.24427, 1.73283, -3.78652], [6.29719, -1.72273, -3.24053], [8.62501, -1.82340, 1.75121], [5.57810, -6.73976, 3.51977], [5.26808, -4.05762, 1.43013], [-3.26297, 8.23218, 1.57869], [2.59142, 2.89074, 0.18609], [9.12156, -0.77806, 0.40034], [-4.38062, 0.74148, 8.75632], [-0.55517, 2.71105, 0.05288], [-3.86935, 6.61950, 1.14288], [-6.25988, -1.48540, -7.84664], [-4.15743, 7.99511, 0.06163], [4.23728, -2.66606, 1.06125], [-2.00162, 4.35501, -0.19824], [-2.44554, -2.36148, 0.93188], [10.53679, -4.24348, 6.20418], [-0.91061, 1.93556, -1.51742], [1.60213, 1.44263, 0.27436], [-5.95889, 1.44084, 1.18864], [1.38170, 1.47937, -2.23241], [-2.29051, -3.09274, -4.16583], [-5.72051, 0.18080, -7.54015], [-5.81117, 4.74873, 1.09188], [-0.71897, -3.76638, -3.66559], [7.54607, -0.53813, 1.18226], [1.25322, -2.50501, -0.44112], [-8.42183, -1.94419, -2.47994], [5.59871, -1.81475, -4.86853], [-7.13540, -1.69522, -1.27380], [1.33634, -1.21089, 0.79220], [8.92491, -3.58985, 5.84046], [-5.13791, 2.32516, 9.01101], [-2.58930, 1.38628, -3.28052], [4.40346, 1.53487, 0.18109], [0.45883, 3.89778, -2.51670], [4.76535, -5.91542, 4.86398], [-1.98654, -0.66356, 1.20781], [-3.72068, 0.11420, 4.95740]],
  "forces_ev_per_a": [[0.213, 0.097, 0.255], [0.387, 0.339, -1.005], [-0.070, -0.099, -0.008], [-0.609, 0.448, 1.399], [-0.611, 0.011, 0.084], [0.033, -0.133, 0.238], [-0.149, 0.232, -0.085], [1.446, 0.347, -0.603], [-0.374, -0.725, 0.304], [-0.014, -0.642, 0.384], [0.410, 0.459, 0.300], [-0.554, -0.504, 0.152], [-0.595, 0.159, -0.389], [0.274, 0.056, 0.702], [0.678, 0.264, -0.012], [-0.453, 0.316, 0.575], [-0.347, -0.575, 0.190], [0.346, 0.628, 0.181], [-0.468, 0.388, 0.392], [-0.025, -0.762, -0.317], [0.413, 0.542, -0.517], [-0.780, -0.273, 0.016], [0.302, -0.071, -0.376], [-0.029, 0.061, -0.012], [0.419, 0.632, -0.202], [0.013, 0.021, 0.060], [-0.224, 0.088, -0.453], [0.692, -0.102, -0.434], [-0.448, -0.540, -0.394], [-0.241, -0.369, 0.166], [-0.092, -0.123, 0.037], [0.005, -0.049, 0.170], [-0.069, -0.032, 0.032], [-0.368, -0.668, 0.585], [0.600, -0.252, -0.427], [0.878, -0.293, -1.390], [0.125, 0.156, 0.457], [-0.391, -0.059, -0.717], [-0.121, -0.073, 0.038], [0.363, 0.557, -0.170], [0.296, 0.072, -0.097], [0.220, 0.746, -0.268], [0.053, 0.067, 0.018], [0.020, -0.055, -0.022], [-0.059, -0.134, 0.291], [0.219, 0.816, 0.270], [0.723, -0.280, 0.433], [-0.079, -0.032, -0.082], [-1.193, 0.078, 0.270], [-0.122, -0.044, 0.081], [0.043, 0.050, -0.001], [-0.338, -0.705, -0.172], [-0.519, -0.068, -0.194], [0.020, 0.010, 0.036], [0.161, -0.004, 0.214], [0.010, 0.002, 0.009], [-0.020, 0.004, -0.060], [-0.003, 0.019, -0.004], [0.011, -0.019, 0.046], [-0.042, 0.040, -0.047], [-0.016, -0.005, -0.014], [0.098, -0.137, 0.052], [0.034, -0.011, -0.090], [-0.002, -0.090, -0.013], [-0.157, 0.030, 0.171], [-0.060, 0.027, 0.070], [-0.020, 0.011, 0.023], [0.215, 0.047, -0.209], [-0.034, 0.271, -0.244], [0.050, 0.042, -0.001], [0.003, -0.016, 0.028], [-0.004, 0.024, -0.015], [0.049, 0.125, -0.046], [-0.082, -0.037, 0.059], [-0.025, -0.027, 0.030], [-0.030, -0.005, 0.021], [0.008, 0.007, -0.015], [0.018, 0.059, -0.075], [-0.008, 0.002, 0.008], [-0.107, 0.000, 0.084], [0.001, 0.018, 0.005], [0.010, 0.000, 0.016], [-0.166, -0.424, -0.031], [-0.010, -0.018, -0.008], [-0.001, 0.023, 0.007], [-0.022, -0.022, -0.003], [0.027, 0.016, -0.005], [0.012, 0.260, -0.079], [0.119, 0.058, 0.072], [0.007, 0.014, 0.003], [-0.043, -0.090, 0.095], [0.034, 0.023, 0.067], [-0.058, -0.072, -0.010], [-0.118, 0.006, 0.049], [0.003, 0.002, -0.047], [-0.003, 0.014, -0.014], [-0.067, -0.079, 0.071], [0.029, 0.030, 0.031], [-0.009, 0.006, 0.008], [-0.081, 0.014, -0.026], [0.014, 0.028, 0.004], [-0.001, -0.006, -0.009], [0.044, 0.038, 0.036], [0.072, -0.081, 0.013], [-0.008, 0.015, -0.017], [0.010, 0.004, 0.020], [0.008, -0.019, -0.105], [0.001, -0.090, 0.091], [0.115, 0.029, -0.005], [-0.025, 0.015, -0.040], [0.231, -0.039, 0.041], [-0.016, -0.017, 0.019]],
  "de_lowest_kj_mol": 0.0,
  "charge": -1,
  "e_homo_ev": -4.78,
  "homo_lumo_gap_ev": 6.28,
  "e_tot_ha": -3043.2082
}